Entry 1:
10
Properties=species:S:1:pos:R:3 method="wB97M-V/def2-TZVPD" gap_ev=7.7 de_lowest_ev=2.135 lumo_ev=-0.76
C -0.6720 0.4843 -0.0048
C 0.6783 -0.5089 0.0064
H -1.1363 2.4547 0.2573
H 0.5049 2.1813 0.2117
H 1.1944 -2.3300 0.1396
H -0.6886 -2.1503 0.8785
N -0.4603 1.7815 0.2164
N 0.3358 -1.7433 0.1387
S -2.1830 -0.2467 -0.1395
S 2.2430 0.2295 -0.1094

---

Entry 2:
74
Properties=species:S:1:pos:R:3 method="wB97M-V/def2-TZVPD" gap_ev=4.4 charge=-2 de_lowest_ev=0.954 lumo_ev=2.98
Na 0.4156 0.7268 -0.2505
Cl 5.2695 6.0491 -1.6853
C 3.8863 5.1739 -1.0709
C 3.8103 3.8074 -1.2789
C 2.7428 3.0313 -0.7886
N 2.5966 1.6707 -0.9435
C 3.4395 0.9445 -1.6684
O 4.4208 1.2958 -2.3569
C 3.1611 -0.5499 -1.6268
C 3.9187 -1.3718 -2.4664
C 3.7731 -2.7425 -2.3865
C 2.8626 -3.2646 -1.4764
C 2.1224 -2.3737 -0.7184
N 2.2634 -1.0530 -0.7812
C 1.7356 3.7117 -0.0328
C 1.8122 5.1028 0.1095
C 2.8752 5.8315 -0.3894
Cl 2.9264 7.5597 -0.1362
N 0.7832 3.0090 0.6564
C -0.4775 3.3297 0.7222
O -1.1331 4.0551 -0.0873
C -1.2180 2.7777 1.9252
C -2.4872 3.2840 2.2132
C -3.1684 2.8154 3.3209
C -2.5726 1.8388 4.1075
C -1.3053 1.4044 3.7452
N -0.6330 1.8669 2.7015
H 4.5819 3.3103 -1.8426
H 4.5982 -0.8999 -3.1602
H 4.3523 -3.4016 -3.0230
H 2.7216 -4.3331 -1.3714
H 1.3581 -2.7369 -0.0374
H 1.0241 5.6089 0.6510
H -2.9103 4.0318 1.5576
H -4.1485 3.2042 3.5736
H -3.0691 1.4335 4.9805
H -0.8017 0.6385 4.3320
C -4.0639 2.3165 -2.2683
N -3.0185 2.0892 -1.3075
C -2.6963 0.9092 -0.7537
N -3.4771 -0.1869 -1.0837
O -1.7653 0.7879 0.0530
H -3.8873 3.2814 -2.7392
H -5.0577 2.3319 -1.8039
H -4.0697 1.5574 -3.0561
H -2.4189 2.8835 -1.0089
H -3.8693 -0.1704 -2.0120
H -2.9577 -1.0382 -0.9106
N -2.4293 -5.1431 3.6677
C -1.1747 -4.7500 3.9902
S -0.3235 -5.6315 5.1115
C -0.6651 -3.5418 3.3252
C 0.6739 -3.1628 3.4408
C 1.1181 -2.0463 2.7544
N 0.3330 -1.2871 1.9963
C -0.9489 -1.6238 1.9021
C -1.4856 -2.7339 2.5338
H -2.6974 -6.0537 3.9992
H -2.8382 -4.8295 2.8017
H 1.3477 -3.7542 4.0428
H 2.1601 -1.7469 2.7981
H -1.5598 -0.9750 1.2826
H -2.5400 -2.9426 2.4099
F -1.9877 -2.7677 -0.9607
C -1.0662 -2.5575 -1.9869
C -0.6459 -1.2769 -2.2571
C 0.2508 -1.2313 -3.3078
F 0.7401 -0.0249 -3.7138
C 0.7203 -2.3301 -4.0066
F 1.6146 -2.2243 -5.0112
C 0.2565 -3.5884 -3.6654
F 0.7007 -4.6816 -4.3168
C -0.6616 -3.7070 -2.6424
F -1.1367 -4.9359 -2.3142

---

Entry 3:
38
Properties=species:S:1:pos:R:3 method="wB97M-V/def2-TZVPD" gap_ev=8.7 smiles=COCCNCCC(F)(F)C(F)(F)C(F)(F)C(F)(F)C(F)(F)C(F)(F)F lumo_ev=-0.69
C 4.4810 -1.9433 0.6075
O 3.6306 -0.7380 0.6673
C 3.7170 0.0470 -0.5861
C 2.9285 1.4910 -0.3731
N 1.4903 1.2154 -0.0014
C 0.5383 2.2982 -0.4702
C -0.9916 1.8065 -0.7596
C -2.0905 2.1237 0.4050
F -1.7410 3.4244 1.0942
F -3.4846 2.3785 -0.1227
C -2.1540 1.0120 1.6255
F -0.7687 0.6283 2.0934
F -2.7014 1.7968 2.8007
C -3.1718 -0.2251 1.4205
F -4.5764 0.2795 1.6560
F -2.9287 -1.1924 2.5554
C -3.1215 -1.0800 0.0500
F -4.3366 -1.9844 0.1025
F -3.2791 -0.3257 -1.2160
C -1.8553 -2.0975 -0.1484
F -0.5224 -1.5339 0.1456
F -2.0051 -3.3124 0.7366
C -1.7376 -2.7238 -1.6952
F -3.0400 -3.1251 -2.2693
F -0.9876 -1.7187 -2.5169
F -0.8755 -3.9488 -1.6575
H 5.0861 -2.0314 1.6062
H 3.7766 -2.8773 0.5160
H 5.2432 -1.8516 -0.2921
H 3.2754 -0.5192 -1.5101
H 4.8513 0.2712 -0.7713
H 3.4434 1.9881 0.5816
H 3.0862 2.2464 -1.2514
H 1.4770 1.2877 1.0608
H 0.6586 3.2010 0.2619
H 0.9681 2.6750 -1.5188
H -1.3546 2.3877 -1.7371
H -0.9279 0.6701 -1.0895

---

Entry 4:
23
Properties=species:S:1:pos:R:3 method="wB97M-V/def2-TZVPD" gap_ev=9.5 de_lowest_ev=2.261 smiles="C=CN(C)C(=O)NCSC(N)=O" lumo_ev=0.81
C 1.3598 -1.0317 -2.3243
C 1.5535 -1.7111 -1.1863
N 0.8563 -1.5658 0.0694
C 0.5863 -2.7852 0.8963
C 0.2405 -0.2907 0.3652
O -0.6865 -0.2017 1.1840
N 0.8699 0.7567 -0.1908
C 0.3203 2.0281 -0.5677
S -0.5033 2.9526 0.8799
C -2.1179 2.0030 0.9010
N -2.7309 2.0603 2.0455
O -2.3828 1.3813 -0.0641
H 1.9839 -1.4921 -3.0647
H 0.6914 -0.2158 -2.5076
H 2.3884 -2.3852 -1.1886
H -0.4532 -2.9656 0.6906
H 1.1365 -3.6394 0.5956
H 0.9454 -2.4995 1.9089
H 1.5127 0.4904 -0.9584
H -0.4938 2.0721 -1.2754
H 1.0021 2.7814 -0.8897
H -3.4350 1.3481 2.0792
H -2.6435 2.9097 2.6022

---

Entry 5:
82
Properties=species:S:1:pos:R:3 method="wB97M-V/def2-TZVPD" gap_ev=4.1 charge=-1 de_lowest_ev=1.719 lumo_ev=1.86
C 5.4906 -2.8973 -0.1824
C 5.2388 -3.5498 -1.5223
O 5.0750 -2.8504 -2.5019
O 5.2350 -4.8947 -1.6430
C 4.1044 -5.5896 -1.0150
C 2.8469 -4.7774 -0.8023
N 1.7515 -5.7010 -0.5718
C 0.8250 -5.1218 0.3236
C 0.1899 -3.8015 -0.2085
C -1.2692 -3.9585 -0.7019
I 0.1278 -2.3747 1.4925
H 4.9122 -3.3487 0.6197
H 6.5373 -2.9332 0.1083
H 5.1432 -1.8750 -0.2681
H 4.4650 -6.0314 -0.0863
H 3.8357 -6.4232 -1.6582
H 2.9788 -4.1613 0.1089
H 2.6028 -4.1652 -1.6803
H -0.0026 -5.8311 0.4350
H 1.2333 -4.9761 1.3507
H 0.7524 -3.3255 -0.9986
H -1.6205 -4.9824 -0.6076
H -1.9209 -3.2649 -0.1855
H -1.2979 -3.7028 -1.7610
O -2.8908 -0.4157 -1.1930
P -4.0529 0.3255 -1.8038
N -5.0044 0.5957 -0.3893
C -5.9973 -0.2924 0.1748
C -4.4425 1.5294 0.5705
N -4.6000 -0.8982 -2.8687
C -5.9494 -1.4046 -2.9807
C -3.6574 -1.9844 -3.1415
N -4.9697 1.5429 -2.7367
C -4.0934 2.6078 -3.2547
C -6.2232 2.1263 -2.3062
H -6.8215 0.3047 0.5853
H -5.5908 -0.9226 0.9758
H -6.4451 -0.9401 -0.5736
H -4.5760 2.5694 0.2337
H -3.3706 1.3620 0.7190
H -4.9240 1.4401 1.5427
H -6.1878 -2.1209 -2.1848
H -6.0740 -1.9299 -3.9315
H -6.7001 -0.6140 -2.9927
H -3.6326 -2.7218 -2.3319
H -2.6509 -1.6041 -3.2832
H -3.9361 -2.4978 -4.0648
H -3.7459 3.2759 -2.4568
H -4.6055 3.2080 -4.0096
H -3.2125 2.1680 -3.7327
H -6.1151 2.8325 -1.4722
H -6.9533 1.3724 -2.0215
H -6.6556 2.6702 -3.1514
O 3.3445 1.6241 3.9786
P 2.8034 2.3968 2.8001
N 4.2030 2.4302 1.7934
C 5.2702 3.4034 1.8184
C 4.5900 1.1476 1.2221
N 2.4090 3.8481 3.6348
C 2.8099 5.1862 3.2673
C 2.3297 3.7553 5.0896
N 1.7403 2.8919 1.4620
C 0.6751 1.8985 1.2100
C 2.2078 3.4139 0.1945
H 5.6171 3.5829 0.7932
H 6.1270 3.0748 2.4226
H 4.9405 4.3695 2.1926
H 3.9388 0.8790 0.3787
H 4.5281 0.3402 1.9582
H 5.6120 1.1709 0.8470
H 3.8435 5.4049 3.5661
H 2.1704 5.9200 3.7671
H 2.6920 5.3856 2.2024
H 3.3215 3.7736 5.5600
H 1.8262 2.8443 5.3966
H 1.7467 4.5904 5.4868
H 1.0729 0.9899 0.7482
H -0.1045 2.3061 0.5638
H 0.1967 1.6118 2.1518
H 2.6736 2.6556 -0.4472
H 2.9115 4.2347 0.3188
H 1.3473 3.8233 -0.3424

---

Entry 6:
17
Properties=species:S:1:pos:R:3 method="wB97M-V/def2-TZVPD" gap_ev=9.5 de_lowest_ev=6.351 lumo_ev=0.57
C -0.8758 1.9398 0.4897
C -1.6581 1.7792 1.4705
C 0.0027 1.8964 -0.6922
C -0.4593 0.4871 -0.8259
C -1.6202 0.4212 0.7130
C 0.6639 -0.6391 -0.8797
C -1.1427 -0.5740 1.7783
I -3.3979 -0.1739 -0.2159
H -0.2405 2.4451 -1.5058
H 1.0815 2.0672 -0.5559
H -0.9590 0.2942 -1.7688
H 1.5420 -0.2304 -0.4138
H 0.7150 -0.9307 -1.9020
H 0.2853 -1.5816 -0.4138
H -0.0454 -0.5998 2.1040
H -1.0796 -1.6541 1.4998
H -1.5951 -0.6413 2.7995